# 1
{
  "formula": "C19H35F2N3O6S2Si",
  "method": "the ωB97M-V functional and the def2-TZVPD basis",
  "max_force_ha_per_bohr": 0.0883,
  "gap_ev": 6.8,
  "mol_weight_da": 531.7,
  "energy_ev": -72000.87909,
  "species": ["C", "C", "C", "C", "Si", "C", "C", "C", "N", "O", "C", "C", "C", "C", "C", "C", "C", "C", "N", "C", "C", "C", "O", "C", "H", "H", "H", "H", "H", "H", "H", "H", "H", "H", "H", "H", "H", "H", "H", "H", "H", "H", "H", "H", "H", "H", "H", "H", "H", "H", "H", "H", "H", "H", "H", "H", "H", "H", "H", "N", "S", "O", "O", "F", "S", "O", "O", "F"],
  "positions_angstrom": [[2.6336, -0.3447, 3.8108], [2.2019, -0.6646, 2.7067], [1.3934, -0.5532, 1.3937], [1.7190, 0.3353, 0.2335], [3.2623, 1.4682, 0.1675], [3.1142, 2.9083, 1.4213], [4.7829, 0.3500, 0.5822], [3.5863, 2.0781, -1.6345], [0.6508, 0.0954, -0.6788], [0.6626, 0.8123, -1.8247], [0.7162, -0.0343, -3.0033], [0.4465, 0.9378, -4.2633], [-0.5175, 2.1657, -3.8459], [1.7707, 1.5992, -4.8393], [2.8414, 0.5766, -5.4191], [2.2535, -0.4908, -6.4354], [3.8970, 1.4686, -6.2511], [-0.2453, -0.8681, -0.1985], [0.2087, -1.2626, 1.0539], [-0.3346, -2.2322, 2.0506], [-1.6986, -2.9289, 1.6288], [-2.8617, -2.5061, 2.6483], [-2.4481, -2.7083, 4.0108], [-3.4286, -2.1634, 4.9156], [3.0184, 0.0206, 4.8048], [2.1722, 2.7919, 2.0409], [4.0165, 2.8275, 2.1077], [3.1083, 3.8729, 0.8191], [4.5774, -0.3807, 1.4182], [5.0427, -0.2486, -0.3561], [5.6706, 0.9981, 0.8659], [4.6759, 2.3745, -1.6907], [2.8684, 2.8994, -1.9398], [3.4659, 1.1596, -2.3069], [-0.0945, -0.8238, -3.0382], [1.7296, -0.5122, -3.1556], [-0.0844, 0.4036, -5.1105], [0.0233, 2.9026, -3.1649], [-1.5039, 1.8132, -3.4234], [-0.7006, 2.7449, -4.8140], [1.4548, 2.2618, -5.7187], [2.2690, 2.3101, -4.1031], [3.4461, 0.1132, -4.5652], [1.5494, -1.1924, -5.8870], [3.1142, -1.1241, -6.8217], [1.7713, -0.0088, -7.3393], [4.7662, 0.8391, -6.6415], [4.3047, 2.2917, -5.5707], [3.3988, 1.9971, -7.1311], [-1.1563, -1.2483, -0.7247], [-0.3864, -1.6810, 3.0447], [0.4529, -3.0450, 2.2045], [-1.5514, -4.0481, 1.7907], [-1.9892, -2.7969, 0.5467], [-3.1143, -1.4164, 2.4239], [-3.7429, -3.2000, 2.4764], [-4.4846, -2.5168, 4.6529], [-3.4698, -1.0264, 4.9021], [-3.2652, -2.4621, 5.9962], [-7.5765, -1.4320, 6.3054], [-7.2952, -0.7657, 4.9073], [-5.9533, -0.3043, 4.6600], [-8.3525, 0.0053, 4.3166], [-7.3343, -2.0770, 3.9881], [-7.5285, -0.3843, 7.4793], [-7.4547, -0.9924, 8.7799], [-8.3914, 0.7604, 7.3911], [-6.0734, 0.2615, 7.3510]],
  "mulliken_charge": [-0.0643, -1.1930, 0.8706, 0.0305, 0.3904, -1.0687, -1.0330, -0.5310, -0.2536, -0.0771, -0.3309, 0.1078, -1.3097, -0.7501, 0.7452, -1.3385, -1.3721, 0.0075, 0.3497, -0.3367, -0.8653, -0.5508, -0.3613, -0.5878, 0.3791, 0.3263, 0.3257, 0.3127, 0.3468, 0.2558, 0.3148, 0.4310, 0.3049, -0.2607, 0.3886, 0.1616, 0.4655, 0.2528, 0.3485, 0.4190, 0.4401, -0.0134, 0.1190, 0.2833, 0.4304, 0.2648, 0.3692, 0.3175, 0.3233, 0.3832, 0.4624, 0.2299, 0.3299, 0.3159, 0.2821, 0.4326, 0.1975, 0.2750, 0.2898, -0.3392, 1.1603, -0.5583, -0.6054, -0.2916, 1.1039, -0.6289, -0.5574, -0.2661]
}

---

# 2
{
  "formula": "C27H67F6N8O12S2",
  "method": "the ωB97M-V functional and the def2-TZVPD basis",
  "max_force_ha_per_bohr": 0.0514,
  "gap_ev": 7.9,
  "e_above_lowest_kcal_mol": 0.0,
  "mol_weight_da": 874.0,
  "energy_ev": -103544.90982,
  "total_charge": 1,
  "species": ["N", "H", "H", "H", "H", "N", "H", "H", "H", "H", "C", "N", "C", "C", "C", "C", "O", "H", "H", "H", "H", "H", "H", "H", "H", "H", "H", "H", "H", "H", "H", "C", "F", "F", "F", "S", "O", "O", "N", "S", "O", "O", "C", "F", "F", "F", "C", "C", "O", "H", "H", "H", "H", "H", "C", "O", "N", "C", "C", "H", "H", "H", "H", "H", "H", "H", "C", "O", "N", "C", "C", "H", "H", "H", "H", "H", "H", "H", "C", "O", "N", "C", "C", "H", "H", "H", "H", "H", "H", "H", "C", "O", "N", "C", "C", "H", "H", "H", "H", "H", "H", "H", "C", "C", "O", "C", "H", "H", "H", "H", "H", "H", "C", "C", "O", "C", "H", "H", "H", "H", "H", "H"],
  "positions_angstrom": [[-3.9999, 3.5977, 16.7668], [-3.6596, 4.6018, 16.5690], [-4.2340, 3.1611, 15.8055], [-4.7927, 3.6443, 17.3949], [-3.2434, 3.0723, 17.2024], [-6.8828, 3.7847, 15.0586], [-6.1198, 3.0255, 14.7406], [-6.9799, 3.8413, 16.0618], [-7.7940, 3.5673, 14.6547], [-6.5388, 4.6810, 14.6830], [-2.8559, 6.5167, 11.3282], [-4.0902, 6.3191, 10.5062], [-5.1910, 7.0293, 11.0932], [-3.7163, 6.8082, 9.1470], [-4.3995, 4.8518, 10.3769], [-5.1293, 4.2186, 11.5103], [-4.4884, 4.5050, 12.7380], [-2.0313, 6.0636, 10.7851], [-2.9330, 5.9870, 12.2684], [-2.7362, 7.5824, 11.4950], [-5.3816, 6.7095, 12.1122], [-6.0696, 7.1361, 10.4589], [-4.9169, 8.0842, 11.2056], [-4.5816, 6.8239, 8.4911], [-2.9280, 6.1530, 8.7878], [-3.2915, 7.8095, 9.2276], [-3.4311, 4.3602, 10.2629], [-4.9075, 4.7370, 9.4236], [-5.0440, 3.1389, 11.3333], [-6.2048, 4.4316, 11.5402], [-4.5195, 3.6960, 13.3061], [-4.9768, 7.7753, 16.5910], [-6.0541, 8.4663, 16.1773], [-4.1083, 8.5602, 17.1594], [-5.4101, 6.8420, 17.4525], [-4.3656, 6.8890, 15.0960], [-5.5032, 6.0953, 14.7283], [-3.9594, 7.8457, 14.1266], [-3.1570, 6.0229, 15.8278], [-1.7513, 6.6711, 15.4274], [-1.3161, 6.4786, 14.0742], [-1.6182, 7.9942, 15.9310], [-0.5894, 5.6409, 16.4238], [-0.9620, 5.5733, 17.7117], [-0.4610, 4.4289, 15.8962], [0.5904, 6.2383, 16.3782], [-6.3471, 0.5180, 14.6821], [-4.8947, 0.9236, 14.4816], [-4.6660, 2.3210, 14.4656], [-6.9265, 0.9723, 13.8630], [-6.7981, 0.9808, 15.5744], [-6.5338, -0.5498, 14.7187], [-4.5782, 0.5513, 13.4933], [-4.2170, 0.4304, 15.1965], [-1.2442, 11.0708, 10.5644], [-1.5468, 9.9018, 10.4452], [-2.1122, 12.0993, 10.6808], [-1.6475, 13.4535, 10.5705], [-3.5156, 11.8404, 10.8043], [-0.1860, 11.3689, 10.5424], [-2.0605, 14.0807, 11.3689], [-1.9961, 13.8939, 9.6327], [-0.5716, 13.5329, 10.6870], [-3.6846, 10.8310, 11.1669], [-3.9944, 12.5175, 11.5163], [-4.0292, 11.9684, 9.8453], [-7.7172, 2.8869, 9.2292], [-6.6825, 3.3660, 8.7968], [-7.8212, 1.6211, 9.6802], [-9.1380, 1.0754, 9.9627], [-6.7705, 0.6374, 9.4386], [-8.5860, 3.5145, 9.4769], [-9.3561, 0.1458, 9.4319], [-9.9191, 1.8045, 9.7717], [-9.1807, 0.7609, 11.0156], [-7.0321, 0.0322, 8.5697], [-5.8314, 1.1512, 9.2468], [-6.6546, 0.0263, 10.3325], [-2.6543, 2.0730, 11.6296], [-3.0881, 1.8409, 10.5156], [-1.6051, 2.8672, 11.8864], [-1.2221, 3.2344, 13.2507], [-0.7065, 3.3064, 10.8407], [-3.1522, 1.7138, 12.5433], [-1.9895, 2.8917, 13.9358], [-1.0888, 4.3157, 13.2923], [-0.2288, 2.8169, 13.4484], [-0.4228, 4.3441, 11.0246], [0.2091, 2.7085, 10.9149], [-1.1290, 3.1904, 9.8505], [-6.9935, 5.7412, 4.7663], [-6.8094, 5.8233, 3.5763], [-6.8421, 6.7514, 5.6445], [-7.2937, 6.6521, 7.0171], [-6.3620, 8.0303, 5.1723], [-7.3005, 4.8029, 5.2645], [-6.7134, 7.3288, 7.6405], [-7.1525, 5.6461, 7.4249], [-8.3666, 6.8623, 7.0444], [-5.2806, 8.0548, 5.3589], [-6.5424, 8.1398, 4.1110], [-6.7807, 8.8610, 5.7370], [-3.3191, 3.7812, 4.9988], [-3.0965, 3.9764, 6.4618], [-2.4606, 4.9053, 6.8973], [-3.8072, 3.0480, 7.4024], [-2.6723, 2.9663, 4.6574], [-3.0568, 4.6672, 4.4256], [-4.3461, 3.4941, 4.7708], [-3.3338, 3.1460, 8.3766], [-3.9750, 2.0234, 7.0981], [-4.7511, 3.6016, 7.5008], [-6.3714, 9.7867, 12.8305], [-7.4779, 9.6148, 11.8195], [-7.2068, 9.5337, 10.6437], [-8.9129, 9.6346, 12.3165], [-6.7516, 10.1569, 13.7850], [-5.5980, 10.4518, 12.4597], [-5.9373, 8.8212, 13.1025], [-9.3391, 10.5750, 11.9753], [-8.9158, 9.4867, 13.3945], [-9.4678, 8.7905, 11.9077]],
  "mulliken_charge": [0.0474, 0.3807, 0.0649, 0.4102, 0.4727, 0.0113, -0.0181, 0.3898, 0.4537, 0.1634, -0.5745, 1.1676, -0.5331, -0.7510, 0.6806, -1.3973, 1.9813, 0.1507, -0.0503, 0.3263, 0.1795, 0.0942, -0.0359, 0.1369, 0.4567, 0.2067, -0.4093, -0.1104, 0.4916, 0.2409, -0.8141, 0.4123, -0.1879, -0.1535, -0.2482, 0.6927, -1.1895, -0.3324, -0.7910, 1.0158, -0.5812, -0.6119, 0.3947, -0.2240, -0.1680, -0.2009, -1.4143, -0.1867, -0.7059, 0.2430, 0.3150, 0.4076, 0.1598, 0.3584, 0.0559, -0.5218, 0.1885, -0.9158, -0.5398, 0.3023, 0.3070, 0.3295, 0.3049, -0.2129, 0.3677, 0.3300, -0.1382, -0.4712, 0.2849, -0.9781, -0.8578, 0.3834, 0.3249, 0.3637, 0.2662, 0.3385, 0.1269, 0.3469, 0.1687, -0.5035, 0.3052, -0.5567, -0.9704, 0.0402, -0.0845, 0.1590, 0.5029, 0.3547, 0.3404, 0.2345, 0.0733, -0.5990, 0.1887, -0.5744, -1.0463, 0.3684, 0.2854, -0.0937, 0.3552, 0.3146, 0.3868, 0.3546, -1.3951, 0.6342, -0.5837, 0.5921, 0.3598, 0.3534, 0.3448, -0.5174, 0.5378, -0.2634, -0.3729, 0.9652, -0.5639, -1.2408, 0.4914, -0.1135, -0.0319, 0.3131, 0.3412, 0.3428]
}

---

# 3
{
  "formula": "C2H3PS",
  "method": "the ωB97M-V functional and the def2-TZVPD basis",
  "max_force_ha_per_bohr": 0.0753,
  "gap_ev": [6.7, 6.7],
  "e_above_lowest_kcal_mol": 36.2,
  "mol_weight_da": 90.1,
  "energy_ev": -22243.00765,
  "species": ["C", "C", "P", "S", "H", "H", "H"],
  "positions_angstrom": [[-0.9462, -0.5059, -0.5429], [0.1809, -0.1433, 0.2052], [-2.1990, 0.2514, 0.3231], [1.5882, 0.6547, -0.3525], [-0.9218, -0.5902, -1.6848], [0.2786, -0.4008, 1.2545], [2.0193, 0.7341, 0.7974]],
  "mulliken_charge": [-0.0911, -0.4654, -0.1021, -0.0971, 0.2869, 0.3570, 0.1118]
}

---

# 4
{
  "formula": "C19H44BrIO19S6",
  "method": "the ωB97M-V functional and the def2-TZVPD basis",
  "max_force_ha_per_bohr": 0.0502,
  "gap_ev": 9.3,
  "e_above_lowest_kcal_mol": 19.2,
  "mol_weight_da": 975.8,
  "energy_ev": -202468.55203,
  "species": ["C", "C", "C", "O", "S", "O", "O", "O", "C", "Br", "I", "H", "H", "H", "H", "O", "S", "O", "O", "C", "C", "C", "H", "H", "H", "H", "H", "H", "H", "H", "O", "S", "O", "O", "C", "C", "C", "H", "H", "H", "H", "H", "H", "H", "H", "O", "S", "O", "O", "C", "C", "C", "H", "H", "H", "H", "H", "H", "H", "H", "O", "S", "O", "O", "C", "C", "C", "H", "H", "H", "H", "H", "H", "H", "H", "O", "S", "O", "O", "C", "C", "C", "H", "H", "H", "H", "H", "H", "H", "H"],
  "positions_angstrom": [[-0.2204, -3.2304, -0.1713], [-1.0841, -2.8372, 0.7841], [-2.4044, -2.3030, 0.3610], [-3.6113, -2.9004, 0.9210], [-4.7611, -1.9460, 0.3810], [-5.9513, -2.1097, 1.1190], [-4.8370, -1.9527, -1.0386], [-3.9506, -0.5935, 0.7704], [-2.5705, -0.7807, 0.4727], [-2.1884, 0.2417, -1.1383], [-1.5658, 0.2296, 2.0902], [-0.4781, -3.8975, -0.9863], [0.8148, -2.9133, -0.1119], [-0.8597, -2.8874, 1.8429], [-2.4532, -2.5654, -0.6987], [2.8898, -0.3611, 2.4781], [2.5461, 0.3050, 3.6946], [1.8201, 1.5380, 3.6712], [3.8582, 0.4925, 4.5682], [4.9952, 1.1305, 3.9454], [4.8355, 2.6350, 3.8555], [1.7222, -0.8203, 4.7677], [5.1760, 0.6892, 2.9644], [5.8474, 0.8829, 4.5747], [4.0419, 2.9085, 3.1612], [5.7631, 3.0895, 3.5079], [4.5768, 3.0525, 4.8284], [2.2977, -1.7401, 4.8182], [0.7381, -1.0090, 4.3421], [1.6274, -0.3631, 5.7493], [1.3633, -1.9382, -2.3279], [0.9063, -2.3906, -3.6080], [0.8495, -3.7897, -3.9015], [1.7425, -1.6527, -4.7361], [3.1854, -1.7098, -4.6559], [3.7390, -3.0426, -5.1146], [-0.6515, -1.6618, -3.9723], [3.5099, -1.4704, -3.6422], [3.5442, -0.9143, -5.3059], [3.4629, -3.8406, -4.4254], [4.8257, -3.0038, -5.1715], [3.3454, -3.3065, -6.0949], [-0.5898, -0.5940, -3.7859], [-1.3882, -2.1181, -3.3146], [-0.8989, -1.8645, -5.0109], [-0.2682, 5.8057, 4.1355], [-1.2696, 4.8762, 4.5608], [-2.6283, 5.0282, 4.1403], [-1.2274, 4.7685, 6.1491], [-1.3132, 5.9926, 6.9058], [-2.7290, 6.5301, 6.9754], [-0.7454, 3.2353, 4.2137], [-0.6256, 6.7328, 6.4934], [-0.9604, 5.7431, 7.9048], [-3.0720, 6.8676, 5.9984], [-2.7760, 7.3743, 7.6637], [-3.4175, 5.7558, 7.3133], [0.2686, 3.1013, 4.5702], [-0.7854, 3.1078, 3.1340], [-1.4290, 2.5439, 4.7025], [5.3975, -4.4689, -7.5260], [5.4851, -5.7844, -8.0841], [6.3904, -6.7449, -7.5374], [5.7357, -5.6591, -9.6499], [6.8418, -4.8438, -10.0899], [8.1760, -5.5448, -9.9290], [3.8773, -6.4934, -8.1742], [6.8287, -3.8870, -9.5659], [6.6527, -4.6402, -11.1420], [8.4267, -5.6812, -8.8779], [8.9667, -4.9562, -10.3947], [8.1483, -6.5322, -10.3893], [3.2017, -5.7749, -8.6295], [3.5666, -6.7161, -7.1557], [3.9314, -7.4068, -8.7601], [-8.1573, 5.0383, 5.0006], [-8.0880, 3.7636, 4.3537], [-7.1832, 2.7608, 4.8206], [-7.8639, 3.9905, 2.7970], [-6.7579, 4.8262, 2.3885], [-5.4275, 4.1087, 2.4763], [-9.7023, 3.0710, 4.2395], [-6.7524, 5.7469, 2.9736], [-6.9664, 5.1007, 1.3561], [-5.1568, 3.9032, 3.5103], [-4.6381, 4.7186, 2.0380], [-5.4727, 3.1526, 1.9531], [-10.3791, 3.8228, 3.8439], [-9.9999, 2.7813, 5.2446], [-9.6625, 2.1993, 3.5921]],
  "mulliken_charge": [-0.8824, -0.5489, 0.2196, -0.4368, 1.1805, -0.5796, -0.5261, -0.1138, -0.0970, -0.0487, 0.3552, 0.4986, 0.2552, 0.5366, 0.2260, -0.6446, 1.1567, -0.4713, -0.2780, -0.3611, -0.9611, -0.8606, 0.3199, 0.2722, 0.2732, 0.3894, 0.2592, 0.3378, 0.2430, 0.3365, -0.6361, 1.2480, -0.6392, -0.2721, -0.4562, -0.9209, -0.8066, 0.3237, 0.2984, 0.3073, 0.4210, 0.2535, 0.2473, 0.2620, 0.3662, -0.6671, 1.1107, -0.5130, -0.2704, -0.3822, -0.9816, -1.0283, 0.3381, 0.2708, 0.2775, 0.3939, 0.2692, 0.3291, 0.3646, 0.4402, -0.5987, 1.2114, -0.6157, -0.2857, -0.3326, -0.9736, -0.9885, 0.3105, 0.2734, 0.2899, 0.3862, 0.2668, 0.3126, 0.3821, 0.3551, -0.6459, 1.2002, -0.5826, -0.2511, -0.4755, -0.8119, -0.9298, 0.3516, 0.2766, 0.2560, 0.3658, 0.2681, 0.3098, 0.3667, 0.3118]
}

---

# 5
{
  "formula": "H12O6",
  "method": "the ωB97M-V functional and the def2-TZVPD basis",
  "max_force_ha_per_bohr": 0.0345,
  "gap_ev": 10.4,
  "e_above_lowest_kcal_mol": 31.0,
  "mol_weight_da": 108.1,
  "smiles": "O.O.O.O.O.O",
  "energy_ev": -12479.77143,
  "species": ["O", "H", "H", "O", "H", "H", "O", "H", "H", "O", "H", "H", "O", "H", "H", "O", "H", "H"],
  "positions_angstrom": [[0.8241, -0.5511, -1.5079], [0.1261, -0.2901, -0.8889], [0.3871, -0.8521, -2.2989], [-2.3609, -1.0061, -1.4649], [-2.3099, -0.3401, -2.1719], [-1.8719, -0.6071, -0.7589], [-0.8469, 0.2699, 0.2791], [-0.4019, 0.2139, 1.1351], [-1.1749, 1.1719, 0.1641], [-0.4299, 3.0269, -0.1609], [-0.0049, 3.8569, -0.0349], [0.3731, 2.5749, -0.4819], [0.9291, -2.6291, 0.3401], [0.8461, -1.8001, -0.1819], [1.4151, -2.3031, 1.0821], [1.1831, -0.2351, 2.1221], [1.9471, 0.2869, 1.9321], [1.3701, -0.7881, 2.8971]],
  "mulliken_charge": [-0.7441, 0.4552, 0.3384, -0.6613, 0.2989, 0.3937, -0.6637, 0.2641, 0.3479, -0.6457, 0.3037, 0.3064, -0.6413, 0.3807, 0.2907, -0.6102, 0.2876, 0.2990]
}

---

# 6
{
  "formula": "C5H17NO2",
  "method": "the ωB97M-V functional and the def2-TZVPD basis",
  "max_force_ha_per_bohr": 0.1020,
  "gap_ev": 3.1,
  "e_above_lowest_kcal_mol": 215.0,
  "mol_weight_da": 123.2,
  "energy_ev": -11036.93277,
  "species": ["C", "N", "C", "C", "C", "C", "H", "H", "H", "H", "H", "H", "H", "H", "H", "H", "H", "H", "H", "H", "H", "O", "H", "H", "O"],
  "positions_angstrom": [[2.4808, -1.5236, -0.6243], [2.0399, -0.2018, -0.8815], [-1.3550, -0.2412, -1.1186], [-0.4101, -0.6967, -0.0774], [1.0100, 0.0451, 0.0279], [0.8339, 1.5882, 0.3554], [2.1922, -2.2467, -1.3240], [3.5955, -1.6208, -0.4778], [2.0727, -1.9727, 0.3700], [0.2719, 1.9736, -3.3926], [-2.0885, -1.0310, -1.3370], [-1.8842, 0.7162, -0.9493], [-0.8904, -0.0484, -2.1546], [-0.1006, -1.7700, -0.2336], [-1.0405, -0.5491, 0.8210], [1.2606, -0.2671, 1.0465], [0.1619, 2.1325, -0.3763], [1.8677, 1.9094, 0.5634], [0.3367, 1.8067, 1.1805], [-2.9254, 1.4500, 1.9229], [0.9979, 2.2005, -3.5599], [-2.6502, 0.7112, 1.4309], [-1.8966, -1.0588, 3.7432], [-2.2338, -0.2505, 2.2626], [-1.6461, -1.0551, 2.7825]],
  "mulliken_charge": [-0.7786, -0.1479, -1.1575, 0.6954, 0.2679, -1.4461, 0.4150, 0.3096, 0.3295, -0.1427, 0.3556, 0.3005, 0.2684, 0.4375, -0.4604, 0.2880, 0.2848, 0.3766, 0.4754, 0.1806, 0.1438, -0.8480, 0.2469, 0.4005, -0.7947]
}